# 1
This record from the OMol25 dataset describes C32H25BF3NO2S as an isolated structure. The level of theory is wB97M-V/def2-TZVPD.

The geometry in ORCA input format:
```
! RIJCOSX wB97M-V def2-TZVPD def2/J DEFGRID3
* xyz 0 1
C 3.99853 -4.14402 1.50808
C 2.72581 -3.41048 1.62979
C 2.00861 -3.09166 2.78735
C 0.81358 -2.39200 2.52811
C 0.64432 -2.16826 1.16915
B 0.22661 1.17080 0.47043
C -0.53489 -1.78655 0.53104
C -0.66647 -2.04408 -0.84740
C -1.71528 -2.86623 -1.17705
C -2.69700 -3.08740 -0.21101
C -3.80484 -4.07155 -0.46653
F -3.90360 -5.01758 0.52892
F -5.01195 -3.40836 -0.51129
F -3.67087 -4.74675 -1.64426
C -2.72365 -2.44096 1.02378
C -1.69505 -1.57303 1.32454
O 0.44319 0.97534 1.87911
C 1.80328 1.02489 1.94484
C 2.36658 0.97802 0.63822
C 3.55341 1.60360 0.35025
C 4.18890 2.25762 1.40493
C 3.65945 2.28733 2.68175
C 2.45730 1.65841 2.97808
O 1.32985 0.80706 -0.28232
S 2.01679 -2.73959 0.22176
H 4.24515 -4.66496 2.43623
H 3.99513 -4.84375 0.66306
H 4.75266 -3.36790 1.31106
H 2.23110 -3.49125 3.77375
H 0.01964 -2.16397 3.23840
H 0.09750 -1.74208 -1.56143
H -1.77798 -3.35352 -2.14572
H -3.56912 -2.59240 1.70323
H -1.68426 -0.93855 2.21424
H 3.92659 1.57133 -0.67160
H 5.10955 2.77196 1.18376
H 4.18439 2.81480 3.47271
H 2.00524 1.66052 3.95294
C 0.05942 2.21233 -3.68665
N -0.48778 1.94240 -2.35672
C -1.57685 1.08361 -2.22778
C -2.24104 0.55263 -3.35356
C -3.47487 -0.07983 -3.22682
C -4.04435 -0.22352 -1.95622
C -3.36657 0.23692 -0.83251
C -2.10196 0.82982 -0.93199
C -1.32752 1.21093 0.25471
C -0.66390 2.58525 0.02525
C -0.18493 2.83374 -1.32916
C 0.80825 3.79210 -1.51824
C 1.23798 4.56135 -0.43635
C 0.67301 4.40418 0.84246
C -0.32817 3.48580 1.07079
H 1.13334 2.39950 -3.63054
H -0.12872 1.39100 -4.38446
H -0.38807 3.12321 -4.09601
H -1.83557 0.66237 -4.35818
H -4.00514 -0.49919 -4.08675
H -5.01782 -0.69858 -1.84362
H -3.80778 0.13876 0.16465
H -1.89116 1.11119 1.19774
H 1.28781 3.93605 -2.49202
H 2.06666 5.25758 -0.56820
H 1.03318 5.01139 1.67733
H -0.77565 3.30419 2.05193
*
```

E_tot   -58838.7383 eV
HOMO-LUMO gap   6.97 eV
LUMO energy   -0.19 eV

---

# 2
This record from the OMol25 dataset describes a 7-piece molecular cluster, C27H56F3N10O8 overall. The level of theory is wB97M-V/def2-TZVPD.

The geometry in ORCA input format:
```
! RIJCOSX wB97M-V def2-TZVPD def2/J DEFGRID3
* xyz 1 1
N 1.27475 1.25524 -2.27420
C 0.81441 2.00019 -3.32234
O 1.42171 2.12654 -4.36228
C -0.53290 2.71562 -3.14940
C -1.51913 2.18149 -4.19618
N -1.62852 0.71540 -4.15066
C -1.70691 -0.05442 -3.01621
N -1.76428 -1.31735 -3.30945
N -1.74275 -1.34465 -4.67297
C -1.72329 -2.60730 -5.39340
C -0.29205 -3.13001 -5.52422
O 0.51955 -2.01579 -5.81668
C 1.74740 -2.29213 -6.44896
C 2.20258 -1.02493 -7.16200
F 2.83374 -0.19494 -6.33154
F 1.18302 -0.35691 -7.70591
F 3.05627 -1.34602 -8.14378
C -1.65851 -0.13143 -5.17189
H 0.64441 1.02616 -1.50761
H 1.85485 0.46820 -2.53431
H -0.92730 2.64678 -2.13223
H -0.37974 3.76852 -3.39625
H -2.51307 2.61872 -4.07335
H -1.14424 2.43498 -5.19197
H -1.68949 0.37711 -2.02180
H -2.17764 -2.45009 -6.37372
H -2.34600 -3.29934 -4.82076
H 0.02556 -3.61899 -4.59330
H -0.25720 -3.86586 -6.33881
H 1.65924 -3.10029 -7.18498
H 2.51681 -2.54518 -5.70848
H -1.58941 0.11955 -6.22224
C 0.11225 0.07084 1.92007
C -0.90872 -0.38327 0.91553
O -0.84371 -0.04650 -0.27676
N -1.89609 -1.18068 1.33831
C -2.12347 -1.67520 2.68453
H 0.85101 0.68845 1.41664
H -0.35415 0.65273 2.71575
H 0.59802 -0.80271 2.35658
H -2.56415 -1.46385 0.63119
H -2.10541 -2.76484 2.69715
H -3.10096 -1.34729 3.03598
H -1.35323 -1.31093 3.35497
C -5.63243 -4.79268 -0.50415
C -4.47213 -4.04955 0.11535
O -4.58714 -2.89457 0.49884
N -3.29427 -4.71534 0.23868
C -2.99200 -6.07903 -0.14563
H -6.48516 -4.12145 -0.52215
H -5.40158 -5.10789 -1.52243
H -5.88805 -5.67899 0.07706
H -2.55714 -4.17301 0.66296
H -2.68533 -6.67127 0.71730
H -2.18901 -6.11036 -0.88394
H -3.87075 -6.54503 -0.57947
C 2.31498 -3.20211 0.30648
C 2.54046 -2.95026 1.78127
O 1.59585 -2.75801 2.54469
N 3.80499 -2.96976 2.23607
C 5.02581 -3.21495 1.49819
H 1.24534 -3.15622 0.12009
H 2.81746 -2.44853 -0.30175
H 2.69142 -4.18348 0.01632
H 3.88585 -2.86645 3.23733
H 5.51818 -4.11388 1.87050
H 5.71437 -2.37541 1.59751
H 4.80625 -3.35295 0.44377
C -1.83184 7.65297 -1.81255
C -1.29360 6.28822 -1.45209
O -1.84411 5.26236 -1.83709
N -0.18031 6.24018 -0.68459
C 0.59314 7.35178 -0.15823
H -2.71904 7.51213 -2.42191
H -2.09533 8.21996 -0.91939
H -1.09710 8.22974 -2.37489
H 0.12524 5.30535 -0.46304
H 1.61845 7.31473 -0.52778
H 0.61621 7.33499 0.93110
H 0.15337 8.29464 -0.46304
C 1.82573 -4.58617 5.21871
C 3.05576 -5.46231 5.16754
O 4.02138 -5.15136 4.48171
N 3.06495 -6.60126 5.90261
C 2.02178 -7.11411 6.76484
H 2.01910 -3.75146 4.55398
H 0.94013 -5.11357 4.86174
H 1.63384 -4.22586 6.23021
H 3.91889 -7.13149 5.82087
H 2.37168 -7.20512 7.79409
H 1.68249 -8.09595 6.43113
H 1.17129 -6.43949 6.75498
C 1.63735 9.69188 4.80984
C 0.58811 9.16722 3.85621
O 0.50782 9.56832 2.70709
N -0.27551 8.22862 4.33045
C -0.32882 7.64841 5.65582
H 2.23204 10.42626 4.27588
H 1.17868 10.16589 5.67812
H 2.28804 8.89049 5.16171
H -0.96070 7.93057 3.65368
H -0.19095 6.56649 5.61852
H -1.28543 7.85517 6.13806
H 0.45801 8.06735 6.27473
*
```

E_tot   -68338.9250 eV
HOMO-LUMO gap   8.84 eV
LUMO energy   -2.14 eV

---

# 3
This record from the OMol25 dataset describes a 11-piece molecular cluster, C7H35NO10 overall. The level of theory is wB97M-V/def2-TZVPD.

The geometry in ORCA input format:
```
! RIJCOSX wB97M-V def2-TZVPD def2/J DEFGRID3
* xyz -1 2
C -2.02992 -1.90459 1.40909
C -0.50596 -1.92028 1.15697
C -0.04198 -0.44063 1.22687
C -0.15633 0.33469 -0.08945
C 0.64149 1.62723 -0.20757
C 0.16153 2.62857 0.80781
C 0.43825 3.91878 0.68021
N 0.04136 -2.63246 2.32708
H -2.39250 -1.33768 2.26211
H -2.43675 -1.34678 0.54585
H -2.51291 -2.86451 1.32354
H -0.23955 -2.43017 0.22956
H -0.68360 -0.18505 2.03932
H 0.99240 -0.52073 1.56532
H 0.04266 -0.37828 -0.90176
H -1.18202 0.57847 -0.40626
H 1.73751 1.63262 -0.22516
H 0.57348 2.10864 -1.19436
H -0.29724 2.32773 1.73091
H 0.21661 4.68164 1.41844
H 0.80909 4.33397 -0.25572
H -0.60887 -3.37809 2.55001
H 0.90712 -3.11495 2.08800
H 2.73123 -0.21967 -1.31950
H 2.59432 -1.50040 -2.13384
O 2.42884 -0.54590 -2.18140
H -1.69391 4.25064 -0.94558
H -2.95103 3.52060 -1.46098
O -2.04598 3.38020 -1.16309
H -2.90425 -1.89412 -3.00658
H -2.65884 -1.42240 -1.53855
O -2.36052 -2.01288 -2.22779
H 3.21484 -3.45080 -0.67511
H 1.84729 -4.08043 -1.02697
O 2.25300 -3.34837 -0.52309
H 3.16307 -1.30960 0.41022
H 3.73810 -0.23082 1.22266
O 3.73318 -0.52284 0.30021
H -1.06515 2.45515 -3.33248
H -0.02299 1.34390 -3.50582
O -0.50930 2.02269 -3.98733
H 1.87036 -0.96389 -4.05951
H 0.50417 -0.68497 -3.83540
O 1.09374 -0.73354 -4.60209
H -1.80895 1.42139 -1.69914
H -3.17061 0.95550 -1.22472
O -2.62050 1.02191 -2.01288
H -0.58605 1.61645 4.41503
H -0.80848 1.05885 3.02272
O -0.20581 1.01323 3.76743
H 0.52825 -1.55024 4.04710
H 1.21601 -0.20951 4.43876
O 1.02209 -1.09824 4.75696
*
```

E_tot   -29790.0035 eV
<S²>   0.750
HOMO-LUMO gap (alpha / beta)   1.79 / 8.98 eV
LUMO energy (alpha / beta)   1.87 / 1.81 eV

---

# 4
This record from the OMol25 dataset describes a 9-piece molecular cluster, C54H45N9O18 overall. The level of theory is wB97M-V/def2-TZVPD.

The geometry in ORCA input format:
```
! RIJCOSX wB97M-V def2-TZVPD def2/J DEFGRID3
* xyz 0 1
O 2.67940 1.96827 -3.22341
N 2.48819 3.13456 -2.82615
O 3.30441 4.00513 -2.63212
C 1.12309 3.50120 -2.48778
C 0.12896 2.53597 -2.63832
C -1.18825 2.88781 -2.43098
C -1.45170 4.16413 -2.07963
C -0.46169 5.15160 -1.97653
C 0.83015 4.79264 -2.16841
H 0.36501 1.53249 -2.91917
H -1.93058 2.12842 -2.53322
H -2.48076 4.43578 -1.79932
H -0.72270 6.10612 -1.57693
H 1.65064 5.48050 -2.02137
O 0.47151 -6.94356 -1.16434
N 0.74988 -6.11139 -0.28442
O -0.06045 -5.80650 0.61924
C 2.12756 -5.63157 -0.23614
C 2.99348 -6.15452 -1.17292
C 4.17315 -5.49822 -1.23024
C 4.42410 -4.29392 -0.53250
C 3.53827 -3.82149 0.42438
C 2.38102 -4.55297 0.61005
H 2.77797 -7.08867 -1.72362
H 4.94583 -5.82918 -1.86913
H 5.39389 -3.82710 -0.61332
H 3.80914 -2.93394 1.01370
H 1.55728 -4.30797 1.36779
O -0.16662 -0.68938 5.90690
N 0.25900 -0.12792 4.93075
O 0.22402 -0.58481 3.76368
C 0.90546 1.20902 5.05861
C 1.51143 1.79902 3.92687
C 1.92312 3.11423 4.09304
C 1.86398 3.71204 5.40608
C 1.44036 3.04308 6.51413
C 0.94307 1.76897 6.29287
H 1.47154 1.32614 2.96820
H 2.30860 3.66746 3.26144
H 2.19423 4.76270 5.46876
H 1.41124 3.51207 7.47937
H 0.54179 1.13898 7.02125
O -3.89352 -3.03628 -4.11797
N -3.29153 -4.08949 -3.99724
O -2.28506 -4.36744 -4.63964
C -3.61350 -5.07975 -2.92228
C -4.85340 -5.24259 -2.45068
C -5.09045 -6.22719 -1.46102
C -4.04498 -7.02332 -1.03035
C -2.75363 -6.75155 -1.41681
C -2.55047 -5.79775 -2.44150
H -5.67647 -4.59813 -2.83278
H -6.09651 -6.29947 -1.12239
H -4.25113 -7.84949 -0.32912
H -1.87373 -7.27659 -1.00840
H -1.56738 -5.66544 -2.90449
O 3.35737 3.58774 1.08310
N 4.23306 2.84665 1.60271
O 4.77189 3.00471 2.74206
C 4.72192 1.77376 0.81992
C 5.30226 0.70966 1.47109
C 5.80303 -0.35904 0.73571
C 5.57931 -0.37504 -0.68117
C 4.95038 0.65852 -1.28288
C 4.49217 1.76246 -0.55287
H 5.25527 0.68434 2.55274
H 6.38156 -1.13248 1.18845
H 5.95346 -1.26993 -1.23992
H 4.69802 0.55745 -2.38364
H 3.97771 2.51472 -1.12023
O -1.82284 1.88952 -6.39208
N -0.61562 1.82453 -6.58242
O 0.03110 2.73928 -7.06813
C 0.11748 0.60740 -6.28655
C -0.65010 -0.47771 -5.83083
C 0.01071 -1.65993 -5.62580
C 1.42222 -1.69068 -5.53257
C 2.16318 -0.56828 -5.84665
C 1.49237 0.58210 -6.39917
H -1.68381 -0.47297 -5.72685
H -0.57186 -2.56893 -5.51919
H 1.91565 -2.54324 -5.18665
H 3.20520 -0.63604 -5.69371
H 2.01845 1.42513 -6.82695
O -6.32498 0.69922 6.40777
N -5.81349 1.73969 6.05310
O -6.25719 2.85042 6.23639
C -4.55418 1.65217 5.29353
C -4.06104 0.37376 5.08687
C -2.89037 0.26609 4.30510
C -2.21478 1.46248 3.87690
C -2.71946 2.71344 4.19893
C -3.92847 2.80338 4.82950
H -4.49712 -0.51206 5.51978
H -2.68372 -0.72981 3.90186
H -1.25604 1.27473 3.34315
H -2.23617 3.68536 3.98877
H -4.40086 3.77545 5.13173
O -1.92918 1.28718 0.60814
N -0.99298 2.00084 1.01372
O 0.03831 1.53217 1.39180
C -1.16008 3.43552 1.18493
C -2.52535 3.88571 1.25845
C -2.67779 5.23776 1.31447
C -1.59378 6.09436 1.41256
C -0.28649 5.62541 1.51662
C -0.05262 4.22183 1.32388
H -3.34175 3.21076 1.12683
H -3.68226 5.66289 1.43579
H -1.82549 7.17535 1.38533
H 0.55405 6.28553 1.49392
H 0.93927 3.76892 1.34640
O 1.98330 -1.17951 -1.25937
N 1.36840 -1.13661 -0.22188
O 1.87067 -1.04260 0.87536
C -0.03572 -1.45064 -0.40244
C -0.56273 -1.26928 -1.69173
C -1.93458 -1.54526 -1.84094
C -2.81783 -1.92418 -0.81096
C -2.24684 -2.09929 0.47967
C -0.84089 -1.84053 0.66604
H -0.00397 -1.07028 -2.55104
H -2.33037 -1.48680 -2.79970
H -3.88381 -2.00980 -1.05041
H -2.90912 -2.39047 1.27181
H -0.39834 -1.81765 1.61935
*
```

E_tot   -106967.1908 eV
HOMO-LUMO gap   8.59 eV
LUMO energy   -1.02 eV
SMILES   O=[N+]([O-])c1ccccc1.O=[N+]([O-])c1ccccc1.O=[N+]([O-])c1ccccc1.O=[N+]([O-])c1ccccc1.O=[N+]([O-])c1ccccc1.O=[N+]([O-])c1ccccc1.O=[N+]([O-])c1ccccc1.O=[N+]([O-])c1ccccc1.O=[N+]([O-])c1ccccc1

---

# 5
This record from the OMol25 dataset describes a 2-piece molecular cluster, C8H10ClNO3 overall. The level of theory is wB97M-V/def2-TZVPD.

The geometry in ORCA input format:
```
! RIJCOSX wB97M-V def2-TZVPD def2/J DEFGRID3
* xyz 0 1
C 1.27568 -1.76963 0.73435
C 0.07842 -1.65101 0.68186
C 2.65585 -2.00781 0.93185
C 1.58038 1.84088 0.60829
C 0.61318 1.60797 -0.55823
C -0.85605 1.46169 0.05032
C -1.67256 0.36997 -0.78300
C -1.93338 -0.93796 -0.08969
N -2.02220 -2.01078 -1.05434
O -1.36022 -1.94649 -2.09795
O 3.07733 -2.66367 1.87397
O -2.79570 -2.91772 -0.83252
Cl -3.07190 -0.99034 1.19660
H 3.35438 -1.52532 0.22388
H 1.54381 2.94139 0.95082
H 2.50855 1.64237 0.28970
H 1.53969 1.26547 1.46991
H 0.61839 2.51187 -1.11899
H 0.87496 0.69557 -1.06916
H -0.76493 1.03167 1.06383
H -1.55879 2.38654 0.07468
H -2.66182 0.70776 -1.07070
H -1.02309 -0.04241 -1.47548
*
```

E_tot   -28603.5234 eV
HOMO-LUMO gap   8.01 eV
LUMO energy   -2.34 eV

---

# 6
This record from the OMol25 dataset describes a 2-piece molecular cluster, C23H31Si overall. The level of theory is wB97M-V/def2-TZVPD.

The geometry in ORCA input format:
```
! RIJCOSX wB97M-V def2-TZVPD def2/J DEFGRID3
* xyz 1 1
C -1.22738 -1.61222 2.43450
C -0.03839 -0.73786 2.31067
C 1.29756 -1.09854 2.40416
C 2.30091 -0.06188 2.42371
C 1.93055 1.38239 2.45299
C 3.63561 -0.39848 2.44881
C 4.06208 -1.72302 2.45958
C 5.51225 -2.06474 2.45297
C 3.10266 -2.73020 2.47262
C 1.75173 -2.46566 2.46042
C 0.83442 -3.63817 2.45686
H -2.14853 -1.02810 2.47525
H -1.33007 -2.30165 1.59481
H -1.19600 -2.19629 3.35489
H -0.23799 0.30473 2.13170
H 2.81954 2.01133 2.48167
H 1.36350 1.67072 1.56819
H 1.34037 1.62360 3.33759
H 4.37280 0.38595 2.46384
H 5.65554 -3.14694 2.44814
H 6.00767 -1.66110 1.56782
H 6.01450 -1.66677 3.33642
H 3.43197 -3.75589 2.47222
H 1.40367 -4.56840 2.45095
H 0.20332 -3.66086 3.34586
H 0.20781 -3.64560 1.56536
C -4.97831 1.50628 -1.21875
Si -3.23651 1.94419 -1.74722
C -3.32071 3.37031 -2.95862
C -2.24393 2.46285 -0.24876
C -2.40710 0.43310 -2.55069
C -0.98242 0.70226 -2.97062
C -0.16469 -0.19903 -2.28329
C 1.21368 -0.17485 -2.46149
C 1.75527 0.75425 -3.32745
C 0.94231 1.63533 -4.02165
C -0.43080 1.60971 -3.85595
C -1.00338 -1.07137 -1.45507
C -2.28827 -0.72868 -1.59886
H -4.95742 0.69068 -0.50067
H -5.45133 2.37034 -0.75904
H -5.56252 1.20340 -2.08412
H -2.32014 3.68056 -3.24595
H -3.87085 3.07066 -3.84712
H -3.82654 4.21518 -2.49893
H -1.22987 2.71414 -0.54922
H -2.70372 3.33091 0.21694
H -2.21036 1.64810 0.47007
H -3.01703 0.16551 -3.42337
H 1.83555 -0.87168 -1.92605
H 2.82191 0.79304 -3.46739
H 1.38318 2.34878 -4.69716
H -1.07208 2.26796 -4.41332
H -0.62800 -1.87641 -0.84384
H -3.11605 -1.21191 -1.10442
*
```

E_tot   -32225.7581 eV
HOMO-LUMO gap   5.01 eV
LUMO energy   -5.58 eV